(1)
ORCA calculation (ωB97M-V with the def2-TZVPD basis set) on a structure of composition C2H4N4.

Each line ends with the natural charge from an NBO analysis.
CARTESIAN COORDINATES (ANGSTROEM)
N: -0.0258 -1.0712 -1.5344  -0.802
C: -0.0725 -0.3042 -0.3890  0.460
N: -1.0811 0.4540 -0.0340  -0.313
N: -0.5821 1.1203 1.0628  -0.396
C: 0.6241 0.6954 1.4850  0.017
N: 0.9921 -0.2620 0.5208  -0.599
H: 0.5371 -1.9090 -1.4445  0.395
H: -0.9351 -1.2368 -1.9516  0.396
H: -1.1777 1.8011 1.5193  0.415
H: 1.7211 0.7124 0.7659  0.427

Summary:
- Frontier orbital gap: 0.37349 Ha


(2)
ORCA calculation (ωB97M-V with the def2-TZVPD basis set) on a cluster of 8 separate species, C23H52O8 in total at a distorted geometry.

Each line ends with the Mulliken charge.
CARTESIAN COORDINATES (ANGSTROEM)
C: -2.0484 -2.4594 10.9137  0.194
C: -0.5830 -2.1175 10.7286  -0.822
C: -0.4018 -0.7029 11.3029  0.691
O: -1.6483 -0.4633 11.9769  -0.286
C: -2.3190 -1.6960 12.2134  -0.726
H: -2.3062 -3.5160 10.8972  0.423
H: -2.6225 -1.9645 10.1282  -0.380
H: -0.1634 -2.3187 9.7434  0.384
H: -0.0227 -2.7651 11.4192  0.340
H: -0.3508 0.0710 10.5378  -0.454
H: 0.5113 -0.6832 11.8960  0.036
H: -3.3707 -1.4842 12.4087  0.337
H: -1.9134 -2.1351 13.1336  0.315
C: -3.0774 3.3221 12.2362  -0.776
C: -2.2548 4.0133 11.1702  0.927
C: -0.8846 4.1947 11.7960  -0.345
O: -0.7250 2.9405 12.4794  -0.435
C: -1.9961 2.5899 13.0416  0.055
H: -3.8093 2.6521 11.7859  0.219
H: -3.6571 4.0422 12.8182  0.318
H: -2.6361 4.9789 10.8167  0.532
H: -2.2227 3.3938 10.2739  -0.940
H: -0.9654 4.9870 12.5548  0.392
H: -0.0928 4.4346 11.0924  -0.045
H: -1.9831 2.8456 14.1066  0.310
H: -2.1284 1.5144 12.9356  -0.139
C: 2.2355 7.8615 9.2903  -0.666
C: 2.7602 7.0090 8.1323  -0.749
C: 2.1332 5.6711 8.5195  -0.023
O: 0.8632 5.9911 9.1082  -0.051
C: 0.7855 7.4082 9.2746  -0.489
H: 2.3088 8.9468 9.2080  0.376
H: 2.6731 7.5933 10.2540  0.254
H: 3.8457 7.0826 8.0823  0.382
H: 2.3362 7.3175 7.1761  0.278
H: 2.7732 5.1570 9.2445  -0.059
H: 1.9466 5.0037 7.6765  0.263
H: 0.2258 7.6100 10.1903  0.293
H: 0.2533 7.9420 8.4782  0.226
C: -2.5067 5.9638 7.0685  -0.711
C: -1.1479 5.7862 6.4399  0.339
C: -1.4148 4.8901 5.2092  -0.616
O: -2.6636 4.2435 5.4873  -0.493
C: -3.1198 4.5790 6.7860  0.365
H: -3.1165 6.8199 6.7740  0.290
H: -2.4338 6.0718 8.1579  0.208
H: -0.5630 5.2064 7.1534  -0.473
H: -0.6586 6.7172 6.1526  0.443
H: -0.6073 4.1601 5.1356  0.282
H: -1.5619 5.4466 4.2850  0.318
H: -2.6708 3.8925 7.5098  -0.309
H: -4.2017 4.6055 6.8819  0.352
C: -3.1169 0.1187 8.1164  -0.611
C: -4.0130 0.6752 7.0251  -0.453
C: -4.8450 1.7882 7.7168  -0.669
O: -3.9512 2.2437 8.7195  -0.321
C: -3.2789 1.1348 9.2491  0.309
H: -2.0871 0.0208 7.7755  0.155
H: -3.4304 -0.8591 8.4841  0.383
H: -4.6691 0.0128 6.4621  0.380
H: -3.3778 1.2258 6.3261  0.199
H: -5.8119 1.4141 8.0821  0.326
H: -5.1317 2.5653 7.0107  0.312
H: -3.7465 0.6783 10.1374  0.262
H: -2.3222 1.3910 9.7111  -0.319
C: 4.1161 2.3556 8.4131  -0.580
O: 3.2936 2.1269 9.5573  -0.596
H: 3.8540 3.2885 7.9187  0.174
H: 5.1875 2.2748 8.6173  0.373
H: 3.9631 1.5307 7.7145  0.282
H: 3.6169 2.7020 10.2614  0.307
C: 3.4342 -0.4695 11.8258  -0.488
O: 4.5563 0.3263 11.4552  -0.591
H: 2.7804 0.1227 12.4739  0.245
H: 2.9171 -0.7982 10.9220  0.169
H: 3.7615 -1.3328 12.4019  0.314
H: 4.3489 0.8145 10.6511  0.389
C: 0.0509 2.1815 8.5233  0.575
O: 0.9629 1.1116 8.4016  -0.628
H: 0.5306 3.1290 8.2310  -0.291
H: -0.7818 2.0228 7.8428  -0.031
H: -0.2843 2.3810 9.5460  -0.111
H: 1.7358 1.3039 8.9569  0.378

Summary:
- Frontier orbital gap: 0.35300 Ha


(3)
ORCA calculation (ωB97M-V with the def2-TZVPD basis set) on a structure of composition C24H28CdCl2N4O4PS.

Each line ends with the natural charge from an NBO analysis.
CARTESIAN COORDINATES (ANGSTROEM)
Cd: -0.3733 -0.3636 0.7196  1.601
N: 2.3994 0.6014 4.0091  -0.519
C: 3.2402 -0.3116 3.3880  0.092
C: 4.5178 -0.7628 3.7013  -0.221
C: 5.0459 -1.7232 2.8650  -0.188
C: 4.3282 -2.2232 1.7646  -0.205
C: 3.0651 -1.7662 1.4576  -0.210
C: 2.5258 -0.7834 2.2860  0.147
N: 1.2831 -0.1566 2.2558  -0.643
C: 1.2540 0.6478 3.2901  0.458
C: 0.0773 1.4406 3.6367  0.037
C: -0.0418 2.3757 4.6203  -0.422
S: -1.6448 2.9477 4.6775  0.524
C: -2.0503 1.9029 3.3917  -0.142
N: -1.0699 1.1867 2.9264  -0.469
H: 2.5912 1.1092 4.8556  0.430
H: 5.0665 -0.3909 4.5541  0.229
H: 6.0351 -2.1103 3.0650  0.230
H: 4.7786 -2.9889 1.1497  0.230
H: 2.5059 -2.1612 0.6218  0.230
H: 0.7062 2.7450 5.2997  0.256
H: -3.0610 1.8394 3.0231  0.235
Cl: -1.0178 -2.4856 2.7080  -0.003
C: -2.6887 -2.6691 2.1485  -0.377
Cl: -3.2627 -1.1866 1.3518  -0.027
H: -3.3168 -2.8476 3.0142  0.239
H: -2.7278 -3.4785 1.4289  0.245
O: 1.4545 -0.1296 -0.7802  -0.694
C: 1.6363 -0.7686 -1.8184  0.420
C: 0.8870 -1.8920 -2.3113  -0.273
C: 1.2860 -2.3614 -3.5771  -0.104
C: 0.6326 -3.4060 -4.1629  -0.067
C: -0.4373 -4.0433 -3.5179  -0.113
C: -0.8371 -3.6144 -2.2859  -0.304
C: -0.2037 -2.5222 -1.6215  0.442
O: -0.6398 -2.1770 -0.4663  -0.860
N: 1.0531 -3.8653 -5.4877  0.537
O: 1.9988 -3.3036 -6.0033  -0.383
O: 0.4352 -4.7866 -5.9809  -0.373
H: 2.4697 -0.4540 -2.4695  0.140
H: 2.1105 -1.8929 -4.0980  0.248
H: -0.9290 -4.8689 -4.0127  0.255
H: -1.6592 -4.0928 -1.7726  0.226
C: -1.9875 0.4240 -2.9903  -0.612
C: -1.1795 1.5702 -2.3912  -0.725
P: -1.3120 1.6723 -0.5761  0.754
C: -0.2472 3.0792 -0.0736  -0.723
C: -0.1244 4.2671 -1.0244  -0.615
C: -3.0560 2.1212 -0.2556  -0.720
C: -3.4931 3.5304 -0.6415  -0.614
H: -1.8370 0.3823 -4.0682  0.235
H: -3.0569 0.5468 -2.8183  0.208
H: -1.6898 -0.5377 -2.5734  0.220
H: -1.4870 2.5301 -2.8146  0.235
H: -0.1164 1.4529 -2.6191  0.244
H: 0.7418 2.6400 0.0915  0.247
H: -0.6033 3.3958 0.9140  0.232
H: 0.2820 3.9644 -1.9881  0.215
H: 0.5587 5.0046 -0.6042  0.229
H: -1.0767 4.7621 -1.2020  0.213
H: -3.2475 1.9337 0.8011  0.223
H: -3.6504 1.3758 -0.7926  0.245
H: -2.9567 4.2863 -0.0698  0.209
H: -4.5573 3.6610 -0.4476  0.231
H: -3.3267 3.7293 -1.6999  0.215

Summary:
- Total charge: +1
- Frontier orbital gap: 0.28799 Ha


Relative energy (zero: lowest compared OMol25 entry of this formula, charge and spin) (kJ/mol)
305.57 0.00 13.44